Entry 1:
DFT (ωB97M-V/def2-TZVPD) results for a 6-piece molecular cluster, C3H19NO6S overall at a distorted geometry.

## Properties
total energy	-28028.7318	eV
SMILES	OCNCCS.O.O.O.O.O

Each atom is followed by the atoms it is bonded to, with distances in Å.
Element x y z (Å)
1 C -0.32 -1.05 -0.81  C2 1.510, N4 1.438, H7 1.113, H8 1.114
2 C -1.34 -0.70 -1.87  C1 1.510, S3 1.857, H9 1.095, H10 1.077
3 S -1.72 1.12 -1.89  C2 1.857, H11 1.339
4 N -0.63 -0.61 0.52  C1 1.438, C5 1.410, H12 0.991
5 C 0.07 -1.03 1.67  N4 1.410, O6 1.432, H13 1.093, H14 1.075
6 O 1.49 -1.20 1.58  C5 1.432, H15 1.008
7 H 0.62 -0.57 -1.16  C1 1.113
8 H -0.09 -2.14 -0.78  C1 1.114
9 H -1.00 -0.99 -2.87  C2 1.095
10 H -2.32 -1.04 -1.58  C2 1.077
11 H -1.44 1.46 -3.15  S3 1.339
12 H -0.96 0.31 0.67  N4 0.991
13 H -0.20 -2.01 2.05  C5 1.093
14 H -0.14 -0.31 2.45  C5 1.075
15 H 2.10 -0.41 1.43  O6 1.008
16 H 2.02 -2.34 0.13  O18 1.019
17 H 2.72 -2.42 -1.27  O18 0.949
18 O 2.37 -2.98 -0.59  H16 1.019, H17 0.949
19 H 2.59 0.28 -1.99  O21 0.914
20 H 3.39 0.30 -0.74  O21 0.956
21 O 3.10 -0.26 -1.46  H19 0.914, H20 0.956
22 H 1.61 1.74 1.79  O24 0.974
23 H 2.95 2.46 1.42  O24 0.988
24 O 2.50 1.58 1.43  H22 0.974, H23 0.988
25 H -3.55 0.93 1.37  O27 0.931
26 H -3.36 -0.47 0.86  O27 0.970
27 O -3.55 0.05 1.66  H25 0.931, H26 0.970
28 H -2.11 2.88 1.63  O30 0.942
29 H -1.13 3.01 0.49  O30 0.931
30 O -1.24 3.14 1.40  H28 0.942, H29 0.931

Entry 2:
DFT (ωB97M-V/def2-TZVPD) results for a 4-piece molecular cluster, CH10O4 overall at a distorted geometry.

## Properties
total energy	-9388.5628	eV
SMILES	CO.O.O.O

Each atom is followed by the atoms it is bonded to, with distances in Å.
Element x y z (Å)
1 C 0.51 2.49 1.56  O2 1.385, H3 1.095, H4 1.102, H5 1.090
2 O -0.30 1.64 0.83  C1 1.385, H6 0.947
3 H 1.33 2.01 2.11  C1 1.095
4 H -0.09 3.08 2.27  C1 1.102
5 H 0.99 3.21 0.90  C1 1.090
6 H -0.61 0.81 1.19  O2 0.947
7 H -1.44 -1.93 -2.62  O9 0.966
8 H -0.86 -1.75 -1.21  O9 0.973
9 O -1.70 -1.82 -1.69  H7 0.966, H8 0.973
10 H 0.80 -3.19 1.93  O12 0.959
11 H 0.22 -3.15 0.52  O12 0.960
12 O 0.60 -2.60 1.21  H10 0.959, H11 0.960
13 H 0.23 1.22 -1.14  O15 0.957
14 H 1.13 1.44 -2.28  O15 0.952
15 O 0.78 0.74 -1.74  H13 0.957, H14 0.952